# 1
{"formula": "C43H42Cl2F6MoN7O3PS2Te", "method": "the ωB97M-V functional and the def2-TZVPD basis", "elements": ["Mo", "C", "C", "C", "C", "C", "C", "C", "S", "O", "O", "N", "C", "C", "C", "C", "C", "N", "H", "H", "H", "H", "H", "H", "H", "H", "H", "H", "H", "C", "N", "N", "C", "O", "C", "C", "C", "C", "C", "C", "C", "C", "C", "H", "H", "H", "H", "H", "H", "H", "H", "H", "H", "H", "H", "F", "P", "F", "F", "F", "F", "F", "C", "C", "C", "C", "N", "C", "S", "N", "H", "H", "H", "H", "H", "Cl", "C", "C", "C", "C", "C", "Cl", "C", "N", "H", "H", "H", "C", "C", "C", "C", "C", "C", "Te", "C", "C", "C", "H", "H", "H", "H", "H", "H", "H", "H", "H", "H", "H"], "xyz": [[-0.5339, -0.1582, 0.7015], [5.5697, 0.8338, 4.7150], [4.9388, 0.1173, 3.5572], [4.1401, -0.9994, 3.7557], [3.4328, -1.5733, 2.7079], [3.5634, -1.0367, 1.4408], [4.4063, 0.0451, 1.2067], [5.0812, 0.6166, 2.2636], [2.5780, -1.6478, 0.1231], [3.3880, -1.6298, -1.0663], [1.9357, -2.8594, 0.5448], [1.4089, -0.5228, -0.0140], [1.5868, 0.6873, -0.6561], [2.5129, 1.0953, -1.6209], [2.3854, 2.3767, -2.1147], [1.3582, 3.2207, -1.6898], [0.4761, 2.7330, -0.7520], [0.6052, 1.5105, -0.2461], [4.9508, 1.6906, 4.9884], [6.5601, 1.2117, 4.4597], [5.6579, 0.1824, 5.5847], [4.0290, -1.4012, 4.7553], [2.7628, -2.4054, 2.8695], [4.5078, 0.4540, 0.2109], [5.6908, 1.4958, 2.0963], [3.2766, 0.4142, -1.9608], [3.0981, 2.7276, -2.8511], [1.2594, 4.2299, -2.0592], [-0.3264, 3.3323, -0.3399], [-4.1313, 0.9543, -4.7513], [-3.1072, 1.4682, -3.8434], [-3.2170, 0.9745, -2.5411], [-1.9887, 0.6174, -2.0733], [-1.8138, 0.2222, -0.8988], [-1.0523, 0.8209, -3.1462], [-1.7707, 1.2908, -4.1915], [-1.3144, 1.5697, -5.5812], [-4.3568, 1.2717, -1.7423], [-5.0519, 2.4567, -1.9428], [-6.1528, 2.7292, -1.1468], [-6.5360, 1.8392, -0.1507], [-5.8194, 0.6684, 0.0472], [-4.7290, 0.3687, -0.7571], [-5.1148, 1.1985, -4.3561], [-4.0392, -0.1294, -4.8677], [-4.0120, 1.4453, -5.7132], [-0.0026, 0.5952, -3.0984], [-0.2281, 1.6021, -5.5996], [-1.7043, 2.5214, -5.9432], [-1.6363, 0.7811, -6.2644], [-4.7250, 3.1564, -2.6998], [-6.7015, 3.6492, -1.2960], [-7.3854, 2.0671, 0.4795], [-6.0962, -0.0294, 0.8262], [-4.1700, -0.5441, -0.6010], [0.1993, 2.8231, 2.3106], [1.6709, 2.9406, 3.0030], [3.1407, 3.0540, 3.6809], [1.0489, 2.4230, 4.4016], [1.9864, 1.4160, 2.5731], [2.2838, 3.4552, 1.5829], [1.3535, 4.4719, 3.4143], [3.9759, -3.1409, -4.0615], [2.7773, -3.7101, -3.3620], [2.8202, -4.9487, -2.7255], [1.6572, -5.3527, -2.1025], [0.5607, -4.6104, -2.0533], [0.6389, -3.4112, -2.6332], [-0.7009, -2.3019, -2.4757], [1.6912, -2.9566, -3.3350], [4.5123, -3.9053, -4.6256], [4.6609, -2.7193, -3.3240], [3.6625, -2.3395, -4.7266], [3.7097, -5.5623, -2.7258], [1.6027, -6.3185, -1.6085], [0.8553, -1.1105, 5.1188], [-0.6037, -0.1968, 4.9238], [-1.2926, 0.2386, 6.0349], [-2.4806, 0.9498, 5.9069], [-2.9761, 1.2271, 4.6391], [-2.2642, 0.7886, 3.5480], [-2.8480, 1.0791, 1.9244], [-1.0582, 0.0651, 3.6173], [-0.4710, -0.3637, 2.4936], [-0.8869, 0.0162, 7.0123], [-3.0097, 1.2884, 6.7856], [-3.8930, 1.7814, 4.5003], [-7.4945, -2.5755, 2.0403], [-6.0414, -2.6763, 1.6636], [-5.6406, -2.7876, 0.3440], [-4.2969, -2.8761, -0.0202], [-3.9957, -3.0095, -1.4883], [-3.3123, -2.8273, 0.9732], [-1.2229, -2.8800, 0.4892], [-3.7017, -2.7693, 2.3231], [-2.7445, -2.8514, 3.4826], [-5.0530, -2.6834, 2.6371], [-8.1220, -2.4366, 1.1599], [-7.6698, -1.7369, 2.7166], [-7.8342, -3.4781, 2.5525], [-6.3910, -2.8109, -0.4404], [-4.6998, -3.7035, -1.9503], [-2.9845, -3.3525, -1.6951], [-4.1067, -2.0481, -2.0006], [-1.6986, -2.7743, 3.1897], [-2.8772, -3.8061, 3.9969], [-2.9448, -2.0594, 4.2055], [-5.3355, -2.6225, 3.6837]], "forces_ev_per_angstrom": [[0.9, 0.1, 0.7], [0.0, 0.0, 0.0], [0.0, 0.1, 0.0], [-0.1, 0.0, 0.0], [0.0, 0.1, 0.0], [0.1, 0.0, 0.0], [0.0, 0.0, 0.0], [0.0, 0.0, 0.1], [-0.1, 0.1, 0.1], [0.1, -0.1, 0.0], [0.0, 0.0, -0.1], [-0.1, 0.1, -0.3], [0.0, 0.0, 0.2], [0.0, 0.0, 0.0], [0.0, 0.1, 0.0], [0.1, -0.1, 0.0], [0.0, 0.1, 0.2], [-0.3, -0.2, -0.1], [0.0, 0.0, 0.0], [0.0, 0.0, 0.0], [0.0, 0.0, 0.0], [0.0, 0.0, 0.0], [0.0, 0.0, 0.0], [0.0, 0.0, 0.0], [0.0, 0.0, 0.0], [0.0, 0.0, 0.0], [0.0, 0.0, 0.0], [0.0, 0.0, 0.0], [0.0, 0.0, 0.0], [0.0, 0.0, 0.0], [0.2, 0.0, 0.1], [-0.1, 0.0, -0.1], [0.5, -0.2, 0.2], [-0.6, 0.3, -0.6], [-0.5, 0.1, 0.0], [0.1, 0.0, 0.1], [0.0, 0.0, 0.1], [0.2, -0.1, -0.1], [-0.1, 0.0, 0.0], [0.0, 0.0, 0.0], [0.0, 0.0, 0.0], [0.0, 0.0, -0.1], [-0.1, 0.1, 0.1], [0.0, 0.0, 0.0], [0.0, 0.0, 0.0], [0.0, 0.0, 0.0], [0.1, 0.0, 0.0], [0.0, 0.0, 0.0], [0.0, 0.0, 0.0], [0.0, 0.0, 0.0], [0.0, 0.0, 0.0], [0.0, 0.0, 0.0], [0.0, 0.0, 0.0], [0.0, 0.0, 0.0], [-0.1, 0.2, 0.0], [-0.1, 0.1, 0.0], [0.0, 0.1, 0.0], [0.0, 0.0, 0.0], [0.0, 0.0, 0.0], [0.0, -0.1, 0.0], [0.0, 0.0, 0.0], [0.0, 0.0, 0.0], [0.0, 0.0, -0.1], [0.2, 0.0, 0.0], [-0.1, 0.0, -0.1], [0.1, -0.1, 0.0], [-0.1, -0.1, 0.1], [-0.2, 0.3, -0.1], [0.0, -0.2, 0.0], [0.0, 0.0, 0.0], [0.0, 0.0, 0.0], [0.0, 0.0, 0.1], [0.0, 0.0, 0.0], [0.0, 0.0, 0.0], [0.0, 0.0, 0.0], [0.0, 0.0, 0.0], [0.1, 0.0, 0.0], [0.0, 0.0, 0.1], [0.0, 0.0, -0.1], [0.0, 0.0, 0.1], [0.0, 0.0, -0.2], [0.1, 0.0, -0.1], [-0.1, 0.2, 0.0], [0.0, -0.4, -0.4], [0.0, 0.0, 0.0], [0.0, 0.0, 0.0], [0.0, 0.0, 0.0], [0.0, 0.0, 0.0], [0.0, 0.0, 0.0], [0.0, -0.1, 0.0], [-0.1, 0.0, 0.0], [0.0, -0.1, -0.1], [0.1, 0.0, 0.0], [-0.1, -0.2, -0.1], [0.0, 0.0, 0.0], [0.1, 0.0, 0.0], [0.0, 0.0, 0.0], [0.0, 0.0, 0.0], [0.0, 0.0, 0.0], [0.0, 0.0, 0.0], [0.0, 0.0, 0.0], [0.0, 0.0, 0.0], [-0.1, 0.0, 0.1], [0.0, 0.0, -0.1], [0.0, 0.0, 0.0], [0.0, 0.0, 0.0], [0.0, 0.0, 0.0], [0.0, 0.0, 0.0]], "charge": -1, "multiplicity": 4, "s2": 3.781, "e_above_lowest_kj_mol": 126.8, "largest_force_ha_per_bohr": 0.0228, "lumo_ha": [0.0698, 0.0599], "homo_ev": [-3.6129, -4.9342]}

***

# 2
{"formula": "C43H42F2NSbV", "method": "the ωB97M-V functional and the def2-TZVPD basis", "elements": ["V", "C", "C", "C", "C", "C", "C", "C", "C", "C", "C", "C", "C", "N", "C", "C", "C", "C", "C", "C", "F", "H", "H", "H", "H", "H", "H", "H", "H", "H", "H", "H", "H", "H", "H", "H", "H", "H", "H", "H", "H", "H", "C", "C", "C", "C", "C", "C", "Sb", "C", "C", "C", "C", "C", "C", "C", "C", "C", "C", "C", "C", "H", "H", "H", "H", "H", "H", "H", "H", "H", "H", "H", "H", "H", "H", "H", "F", "C", "C", "C", "C", "C", "C", "C", "H", "H", "H", "H", "H", "H"], "xyz": [[0.2280, 0.2570, 0.0461], [3.7547, -1.1941, 1.8523], [3.4937, 0.2065, 2.4187], [4.1215, 0.3187, 3.8081], [3.9562, 1.3076, 1.4164], [5.3465, 1.0101, 0.9522], [5.7821, 1.2254, -0.3360], [4.9579, 1.6923, -1.3386], [3.5155, 1.9769, -1.1195], [2.6700, 1.6765, -2.3705], [3.0570, 2.5787, -3.5480], [2.7765, 0.2131, -2.7999], [2.8913, 1.3953, 0.2118], [1.8312, 0.4524, 0.1553], [0.7875, 3.1029, 0.6559], [1.2921, 4.1211, 1.7629], [0.3158, 4.5995, 2.7542], [-1.0946, 4.1509, 2.6887], [-1.7097, 3.8202, 1.2755], [-0.1024, 1.9628, 0.9098], [-0.5301, 0.7166, -1.5340], [3.3301, -1.9483, 2.5187], [4.8248, -1.3912, 1.7600], [3.2977, -1.3165, 0.8707], [2.4120, 0.2951, 2.5313], [5.2137, 0.3482, 3.7608], [3.8441, -0.5557, 4.4007], [3.7801, 1.1986, 4.3544], [6.0490, 0.6400, 1.6910], [6.8211, 1.0185, -0.5721], [5.3740, 1.8849, -2.3209], [1.6265, 1.8824, -2.1123], [3.9720, 2.2259, -4.0293], [3.2167, 3.6170, -3.2491], [2.2677, 2.5660, -4.3018], [3.8180, -0.0503, -2.9994], [2.2030, 0.0499, -3.7149], [2.3968, -0.4620, -2.0351], [1.7687, 4.9714, 1.2646], [0.6341, 5.2794, 3.5356], [-1.7351, 4.7970, 3.2897], [-2.7712, 4.0561, 1.2521], [0.5877, 8.9013, 0.3532], [1.5183, 8.0571, -0.2369], [1.1955, 6.7276, -0.4800], [-0.0550, 6.2235, -0.1233], [-0.9828, 7.0815, 0.4656], [-0.6635, 8.4128, 0.7036], [-0.6992, 4.2309, -0.6154], [2.2410, 2.7383, 0.4856], [2.4210, 3.0233, 1.9562], [3.9208, 2.7928, 2.0978], [4.6904, 3.8259, 1.3152], [4.3023, 4.1567, 0.0892], [3.1558, 3.4309, -0.5404], [-1.4423, 2.3011, 1.5249], [-2.5803, 1.3972, 1.1506], [-3.5610, 1.1450, 2.0130], [-3.5241, 1.6496, 3.3929], [-2.4747, 2.3139, 3.8728], [-1.2706, 2.6220, 3.0442], [0.8369, 9.9390, 0.5370], [2.4958, 8.4338, -0.5129], [1.9324, 6.0824, -0.9467], [-1.9613, 6.7105, 0.7539], [-1.3919, 9.0680, 1.1662], [1.9159, 2.2223, 2.5025], [4.2923, 2.7325, 3.1163], [5.5641, 4.2801, 1.7689], [4.8477, 4.8853, -0.5021], [2.6255, 4.0491, -1.2665], [-2.6317, 1.0353, 0.1263], [-4.4121, 0.5469, 1.7099], [-4.3683, 1.4333, 4.0368], [-2.4464, 2.6296, 4.9110], [-0.3765, 2.1949, 3.5093], [-5.2043, -2.8395, -0.7550], [-3.9652, -2.5361, -0.3101], [-3.7627, -2.3722, 1.0454], [-2.4920, -2.0531, 1.4951], [-1.4166, -1.9021, 0.6162], [-0.0568, -1.4883, 1.0757], [-1.6699, -2.1006, -0.7456], [-2.9379, -2.4075, -1.2192], [-4.5918, -2.4973, 1.7304], [-2.3254, -1.9111, 2.5567], [0.7194, -2.1469, 0.6767], [0.0339, -1.4553, 2.1600], [-0.8567, -2.0163, -1.4590], [-3.1316, -2.5484, -2.2743]], "forces_ev_per_angstrom": [[0.2, -0.1, 0.1], [0.0, 0.1, 0.0], [0.1, -0.1, 0.0], [0.0, 0.0, 0.0], [0.0, -0.1, 0.0], [0.0, 0.0, 0.0], [0.0, 0.0, 0.0], [-0.1, 0.0, 0.0], [0.0, -0.1, 0.1], [0.0, 0.1, 0.0], [0.0, 0.0, 0.0], [0.0, 0.0, 0.0], [0.0, 0.3, -0.1], [0.4, 0.1, -0.3], [-0.3, 0.1, -0.3], [0.1, -0.2, 0.3], [0.0, -0.1, 0.0], [0.0, 0.0, 0.0], [0.1, 0.1, -0.1], [-0.1, 0.6, 0.4], [0.0, -0.3, -0.1], [0.0, 0.0, 0.0], [0.0, 0.0, 0.0], [0.0, 0.0, 0.0], [0.0, 0.0, 0.0], [0.0, 0.0, 0.0], [0.0, 0.0, 0.0], [0.0, 0.0, 0.0], [0.0, 0.0, 0.0], [0.0, 0.0, 0.0], [0.0, 0.0, 0.0], [0.0, 0.0, 0.0], [0.0, 0.0, 0.0], [0.0, 0.0, 0.0], [0.0, 0.0, 0.0], [0.0, 0.0, 0.0], [0.0, 0.0, 0.0], [0.0, 0.0, 0.0], [0.0, 0.0, -0.1], [0.0, 0.0, 0.0], [0.0, 0.0, 0.0], [0.0, -0.1, 0.0], [0.0, 0.0, 0.0], [0.0, -0.1, 0.0], [-0.1, 0.1, 0.0], [0.0, 0.0, -0.1], [0.1, 0.0, 0.0], [0.0, 0.0, 0.0], [0.1, 0.0, 0.3], [-0.1, 0.0, 0.2], [-0.1, 0.1, 0.0], [0.0, 0.0, 0.0], [0.0, -0.1, 0.0], [0.0, -0.1, -0.1], [0.2, 0.0, 0.1], [0.0, 0.1, -0.1], [0.1, 0.1, -0.1], [-0.1, 0.0, 0.1], [0.0, -0.1, -0.1], [0.1, 0.0, 0.0], [0.1, 0.0, 0.0], [0.0, 0.0, 0.0], [0.0, 0.0, 0.0], [0.0, 0.0, 0.0], [0.0, 0.0, 0.0], [0.0, 0.0, 0.0], [0.0, 0.0, 0.0], [0.0, 0.0, 0.0], [0.0, 0.0, 0.0], [0.0, 0.0, 0.1], [0.0, 0.0, 0.0], [0.0, -0.1, 0.0], [0.0, 0.0, 0.0], [0.0, 0.0, 0.0], [0.0, 0.0, 0.0], [0.0, 0.0, 0.0], [0.0, 0.0, 0.0], [0.0, 0.0, 0.0], [0.0, 0.0, 0.1], [0.0, 0.1, 0.1], [-0.1, -0.2, 0.0], [-0.5, -0.1, -0.1], [0.0, 0.0, 0.0], [0.0, 0.0, 0.0], [0.0, 0.0, 0.0], [0.0, 0.0, 0.0], [0.0, 0.0, 0.0], [0.0, 0.1, 0.0], [0.0, 0.0, 0.0], [0.0, 0.0, 0.0]], "multiplicity": 4, "s2": 3.806, "e_above_lowest_kj_mol": 584.7, "largest_force_ha_per_bohr": 0.0143, "lumo_ha": [-0.0136, -0.0413], "homo_ev": [-6.9861, -8.1044]}